64
Properties=species:S:1:pos:R:3:forces:R:3 method="wB97M-V/def2-TZVPD" spin_multiplicity=2 s_squared=0.7542 energy_ha=-4042.434737 charge=+1
Ti 9.129 8.146 9.800 0.4 -0.6 -0.9
Cl 12.922 8.953 6.478 -0.1 0.3 -0.8
C 12.949 8.340 8.047 0.5 -1.3 2.5
C 14.215 7.870 8.605 -0.2 2.0 -2.2
C 14.405 7.467 9.863 -0.3 -0.7 0.2
Cl 16.043 7.071 10.325 -0.6 0.0 0.4
C 13.246 7.309 10.683 0.5 0.5 0.5
C 13.321 6.965 12.041 -1.5 -0.5 0.4
C 12.152 6.879 12.801 0.4 0.0 -1.1
C 10.957 7.162 12.138 -1.0 0.1 1.3
N 10.886 7.551 10.900 -0.8 0.3 -0.6
C 11.983 7.655 10.157 0.9 0.7 -1.5
C 11.783 8.214 8.810 1.2 -1.0 -0.6
O 10.580 8.442 8.322 0.0 -0.2 1.1
H 15.103 8.061 7.988 -0.4 -0.3 0.1
H 14.277 6.697 12.425 0.6 0.0 0.5
H 12.072 6.570 13.827 0.4 0.0 0.2
H 9.970 7.178 12.624 0.7 -0.3 0.2
F 7.093 11.895 12.943 -1.1 -0.2 -0.5
C 8.383 12.160 12.977 0.4 -0.7 -0.3
F 8.866 11.421 13.991 0.5 0.0 0.0
F 8.480 13.445 13.343 0.6 0.0 -0.6
C 9.105 11.775 11.653 1.3 3.5 0.7
C 10.014 12.714 11.057 -1.1 -2.2 0.5
C 10.812 12.294 10.004 -0.1 0.8 -0.9
C 10.647 11.035 9.446 -0.3 -1.1 1.1
N 9.761 10.215 10.017 -0.2 -0.2 -0.2
C 9.025 10.556 11.073 -0.6 -0.7 0.2
S 7.979 9.276 11.621 0.0 -0.4 -0.2
H 10.052 13.693 11.468 0.3 0.7 0.2
H 11.463 12.996 9.512 0.3 0.1 0.1
H 11.219 10.500 8.671 -0.2 1.2 0.1
C 6.334 7.947 8.204 -0.2 0.8 1.0
O 7.640 8.544 8.250 0.5 0.3 -0.3
C 7.929 9.569 7.237 1.7 0.7 1.3
C 7.035 10.771 7.395 0.6 0.9 -0.4
O 7.401 11.512 8.536 -0.2 0.2 0.0
C 6.614 12.697 8.811 2.0 0.0 -0.5
H 6.467 6.905 8.426 0.0 -0.7 -0.3
H 5.891 8.115 7.206 -0.1 -0.2 0.7
H 5.747 8.341 9.083 0.2 0.0 -1.3
H 7.833 9.141 6.257 -0.1 -0.4 -0.5
H 9.011 9.826 7.454 -1.3 -0.3 -0.6
H 6.077 10.362 7.495 -2.0 -0.4 0.4
H 6.954 11.411 6.477 0.6 -0.5 0.5
H 5.768 12.507 9.463 -0.2 -0.1 -0.2
H 6.403 13.219 7.876 -0.7 -0.2 -0.1
H 7.344 13.379 9.279 -0.5 -0.3 0.3
N 9.554 4.542 7.113 0.4 -0.2 1.4
C 10.149 5.651 7.571 -0.9 0.4 0.4
N 9.509 6.040 8.708 1.6 1.1 -1.0
C 8.630 5.086 8.962 -0.9 -1.9 -1.6
N 8.615 4.118 8.014 -0.2 0.6 0.4
C 7.763 5.129 10.171 1.2 1.6 1.0
C 7.019 4.053 10.587 0.2 -1.5 -2.1
N 6.444 4.009 11.755 -0.9 0.2 1.2
C 6.516 5.096 12.509 -1.3 0.8 0.5
C 7.185 6.264 12.117 0.1 -1.2 -0.5
N 7.883 6.258 10.977 -0.2 -0.7 -1.5
H 9.905 3.937 6.346 -0.7 0.6 0.9
H 10.990 6.109 7.038 -0.6 0.1 0.5
H 6.869 3.191 9.871 0.3 0.9 1.0
H 5.822 5.175 13.380 1.0 -0.5 -0.5
H 7.121 7.137 12.759 0.3 0.1 -0.3